Entry 1:
DFT (ωB97M-V with the def2-TZVPD basis set) results for an isolated ion of composition C5H8F3N2O and charge +1 in a non-equilibrium geometry.

Structure (XYZ):
```
19
Properties=species:S:1:pos:R:3:forces:R:3:mulliken_charge:R:1
C -0.341883 -0.735132 -0.011789 0.8 0.6 -0.1 0.05
C 2.059274 -0.765144 0.114617 -0.2 8.3 0.6 0.20
C -2.814233 -0.933352 -0.205860 2.4 0.6 -3.1 -0.75
C -1.489544 1.216883 0.119790 -4.5 0.5 -1.6 -1.20
C 3.371827 0.372547 0.001494 0.1 -1.0 2.3 0.81
N -1.538505 -0.229611 -0.052772 1.6 2.5 0.0 0.04
N 0.827264 -0.065830 0.165652 -0.3 -1.5 -0.4 -0.05
O 2.203853 -1.958736 0.058156 0.7 -4.5 -0.4 -0.25
F 2.896568 1.614167 -0.023459 -0.6 -0.6 -1.0 -0.23
F 4.133619 0.063822 -1.007905 -0.3 0.2 -0.1 -0.15
F 4.094648 0.354835 1.152497 -0.6 -0.9 -1.1 -0.20
H -0.291462 -1.736424 -0.209327 0.6 -2.6 -0.3 0.42
H -3.256049 -0.826362 -1.206853 0.9 -0.4 -0.4 0.35
H -2.642685 -1.927361 0.043538 -0.5 -1.7 0.8 0.31
H -3.448862 -0.320628 0.257205 -2.9 1.4 3.1 0.31
H -2.427359 1.466065 0.659776 0.7 0.4 -0.3 0.35
H -0.703609 1.639966 0.609485 2.1 0.3 2.3 0.48
H -1.430652 1.827347 -0.804242 -0.6 -0.8 -0.2 0.39
H 0.797789 0.942953 0.340000 0.7 -0.7 -0.2 0.12
```
Forces are in eV/Å.

Output
**Molecular weight**: 169.13 g mol⁻¹
**Frontier orbital gap (spin up / spin down)**: 0.2815 / 0.2422 Eh
**Expectation value of S²**: 2.02
**F_max**: 8.32 eV/Å
**Total charge**: +1
**Lowest unoccupied orbital energy (spin up / spin down)**: -3.30 / -8.46 eV
**HOMO energy (spin up / spin down)**: -10.96 / -15.05 eV
**Spin multiplicity**: 3

***

Entry 2:
DFT (ωB97M-V with the def2-TZVPD basis set) results for an isolated ion of composition C5H8F3N2O2S and charge +1 in a non-equilibrium geometry.

Structure (XYZ):
```
21
Properties=species:S:1:pos:R:3:forces:R:3:mulliken_charge:R:1
C -1.005588 -2.057099 -0.967512 -2.3 0.5 0.7 -0.19
C -0.534228 0.319281 -1.451526 -1.3 -0.7 -0.1 -0.70
C -0.098429 0.712365 -0.150943 -2.8 -1.1 2.4 0.07
C 2.501141 0.727813 1.254589 -3.8 1.6 3.8 -1.12
C -1.101646 1.626743 0.691883 -0.7 0.7 -0.9 0.79
N -1.581437 -1.736969 0.124304 2.0 0.6 -0.6 -0.32
N -0.473892 -1.098809 -1.764405 0.6 0.7 -1.8 -0.09
O 1.549246 -1.241651 -0.056108 1.5 -2.2 -2.6 -0.59
O 0.342674 -0.659611 1.934368 -0.8 0.6 1.0 -0.54
F -2.251967 1.023283 0.989525 1.0 -0.4 -0.2 -0.19
F -0.568468 2.120671 1.761132 1.0 -0.2 1.3 -0.22
F -1.416717 2.677010 -0.060792 0.0 0.3 -1.1 -0.26
S 1.096487 -0.260759 0.807391 1.2 0.4 2.4 1.37
H -1.138216 -3.010637 -1.491625 0.5 -0.1 0.3 0.40
H -1.486767 0.800394 -1.712446 -0.2 -0.2 0.3 0.39
H 0.123162 0.902854 -2.062672 1.3 0.3 -1.1 0.43
H 2.272741 1.280316 2.280198 0.6 -1.4 -2.1 0.34
H 3.359637 0.168360 1.234268 1.9 -1.7 0.1 0.48
H 2.529256 1.434209 0.525336 0.5 2.4 -2.2 0.41
H -1.731273 -2.404204 0.871815 -0.4 -0.1 -0.2 0.25
H -0.385715 -1.323559 -2.756780 0.2 0.1 0.6 0.29
```
Forces are in eV/Å.

Output
**Molecular weight**: 217.19 g mol⁻¹
**Frontier orbital gap (spin up / spin down)**: 0.2195 / 0.2190 Eh
**F_max**: 5.58 eV/Å
**Total charge**: +1
**Lowest unoccupied orbital energy (spin up / spin down)**: -8.07 / -8.08 eV
**HOMO energy (spin up / spin down)**: -14.04 / -14.04 eV

***

Entry 3:
DFT (ωB97M-V with the def2-TZVPD basis set) results for one molecule with the formula C5H8F3NO3 in a non-equilibrium geometry.

Structure (XYZ):
```
20
Properties=species:S:1:pos:R:3:forces:R:3:mulliken_charge:R:1
C -0.416710 -1.953081 0.919066 1.8 4.5 -1.3 -0.93
C -0.444595 -1.325053 -0.545691 1.0 -0.1 1.6 -0.51
C -0.192145 0.210323 -0.493090 0.8 0.6 -2.8 -0.59
C -1.463791 1.001466 -0.380360 1.1 0.3 1.3 0.55
O -1.668760 2.179939 -0.378177 0.4 0.2 -0.4 -0.57
O -2.413955 0.097879 -0.150659 -3.1 0.3 0.2 -0.05
N -3.679240 0.768242 0.127571 0.6 2.1 -2.3 -0.14
O -4.185537 1.369493 -1.097624 0.8 -0.3 1.0 -0.44
C -4.558616 -0.273700 0.479218 -2.0 -0.2 1.8 0.86
F -5.870285 0.183736 0.425752 2.3 -0.7 0.5 -0.24
F -4.511787 -1.381946 -0.239040 0.2 0.1 0.2 -0.22
F -4.192518 -0.552524 1.792496 -1.0 -0.2 -1.8 -0.25
H 0.571877 -1.534449 1.425911 -2.3 -1.0 -0.6 0.26
H -0.399232 -2.976818 0.839528 -0.1 -2.4 0.2 0.36
H -1.348745 -1.530299 1.280936 0.2 -0.4 1.2 0.19
H 0.334661 -1.771171 -1.115989 0.7 -0.4 -0.6 0.46
H -1.389521 -1.620917 -0.974211 -0.1 0.3 -0.4 0.25
H 0.289094 0.674063 -1.451976 -0.8 -1.2 1.2 0.27
H 0.581644 0.499548 0.215868 -0.4 0.0 0.6 0.36
H -3.884706 2.318948 -1.078226 -0.1 -1.3 0.5 0.38
```
Forces are in eV/Å.

Output
**Molecular weight**: 187.12 g mol⁻¹
**Frontier orbital gap**: 0.4319 Eh
**F_max**: 4.98 eV/Å
**Total charge**: 0
**SMILES string**: CCCC(=O)ON(O)C(F)(F)F
**Lowest unoccupied orbital energy**: 0.76 eV
**HOMO energy**: -10.99 eV

***

Entry 4:
DFT (ωB97M-V with the def2-TZVPD basis set) results for C5H8FLiO4 as an isolated structure in a non-equilibrium geometry.

Structure (XYZ):
```
19
Properties=species:S:1:pos:R:3:forces:R:3:mulliken_charge:R:1
C -1.274201 -1.239006 -0.065715 -0.1 -0.3 0.7 0.02
O -0.537054 -0.159456 -0.563137 0.5 1.2 -0.7 -0.70
Li -1.341016 1.587986 -0.437139 0.3 -0.4 0.4 0.91
C -2.706189 -0.819764 0.231060 -0.3 -0.1 0.2 -1.29
H -1.280789 -2.077358 -0.790623 0.2 0.4 0.2 0.36
H -0.811817 -1.622858 0.867004 -0.1 0.1 -0.4 0.23
H -3.297157 -1.674395 0.590267 0.0 0.2 -0.1 0.35
H -2.729227 -0.045026 1.013421 0.0 -0.2 -0.2 0.34
H -3.188723 -0.430991 -0.678488 0.0 -0.1 0.1 0.27
C 0.327381 0.751282 0.638136 -0.2 -0.6 0.4 0.70
O 0.967381 1.714970 -0.213754 -0.6 -0.2 -0.4 -0.33
C 2.169507 1.209359 -0.660539 0.4 0.0 -0.1 0.24
C 2.257733 -0.186219 -0.041364 -0.1 -0.1 -0.1 -0.42
O 1.291790 -0.144129 0.998795 0.3 0.0 0.4 -0.41
O -0.513219 1.211767 1.423782 0.0 0.0 -0.5 -0.75
F 3.187995 2.019235 -0.171415 -0.2 -0.1 -0.1 -0.33
H 2.240670 1.243737 -1.753653 0.0 0.0 0.2 0.26
H 1.991549 -0.957915 -0.775156 0.0 0.2 0.1 0.23
H 3.245384 -0.381224 0.388518 -0.3 0.1 -0.1 0.34
```
Forces are in eV/Å.

Output
**Molecular weight**: 158.05 g mol⁻¹
**Frontier orbital gap**: 0.3307 Eh
**F_max**: 1.43 eV/Å
**Total charge**: 0
**Lowest unoccupied orbital energy**: -0.37 eV
**HOMO energy**: -9.37 eV

***

Entry 5:
DFT (ωB97M-V with the def2-TZVPD basis set) results for one molecule with the formula C5H8FN in a non-equilibrium geometry.

Structure (XYZ):
```
15
Properties=species:S:1:pos:R:3:forces:R:3:mulliken_charge:R:1
F 3.617879 -0.060547 0.426525 -0.9 -0.9 -0.7 -0.27
C 2.354992 -0.465416 0.000548 -0.4 1.2 0.2 -0.06
C 1.510901 0.514368 -0.443888 0.0 -0.7 2.3 -0.63
C -0.031115 0.172717 -0.512997 2.1 3.7 -1.7 0.39
C -1.046575 1.026604 0.362452 -0.4 -2.8 0.4 -0.62
C -1.824779 -0.407180 0.393770 0.4 -1.1 2.6 -0.37
N -0.559179 -1.048625 -0.080557 -1.4 -2.8 -1.1 -0.47
H 2.163392 -1.601288 0.171188 0.3 2.5 -0.4 0.30
H 1.808109 1.674310 -0.440005 -0.5 -3.0 -0.2 0.24
H -0.219054 0.391614 -1.579843 -0.6 0.0 0.1 0.21
H -1.571090 1.813733 -0.156750 0.1 0.3 0.1 0.30
H -0.763268 1.236262 1.428911 0.1 0.2 -1.3 0.26
H -1.944869 -0.870978 1.497295 -0.5 1.5 -2.4 0.21
H -2.760194 -0.606870 -0.218054 1.2 0.6 0.6 0.25
H -0.735156 -1.768709 -0.848598 0.6 1.3 1.4 0.25
```
Forces are in eV/Å.

Output
**Molecular weight**: 101.12 g mol⁻¹
**Frontier orbital gap**: 0.3687 Eh
**F_max**: 4.60 eV/Å
**Total charge**: 0
**SMILES string**: F/C=C/[C@@H]1CCN1
**Lowest unoccupied orbital energy**: 1.04 eV
**HOMO energy**: -8.99 eV

***

Entry 6:
DFT (ωB97M-V with the def2-TZVPD basis set) results for a 2-piece molecular cluster, C5H8FNO overall in a non-equilibrium geometry.

Structure (XYZ):
```
16
Properties=species:S:1:pos:R:3:forces:R:3:mulliken_charge:R:1
C -1.129891 -0.756210 -0.473038 2.6 -6.4 -0.8 0.78
C -1.491801 -1.828803 0.265454 3.0 -2.8 -4.3 -0.86
C 0.007615 -0.675761 -1.538988 -3.1 5.8 3.8 -0.95
C 1.568976 0.853064 -0.018234 -0.3 -1.1 -1.1 -0.43
C 0.934729 1.177996 1.238305 -0.7 -2.5 6.9 0.10
H -2.192075 -1.776142 0.984768 -2.4 0.3 2.3 0.37
H -1.213895 -3.027575 -0.076357 -0.2 4.0 1.1 0.17
H -0.431849 -0.411102 -2.447996 -0.4 -0.4 -1.8 0.34
H 0.682091 -1.364539 -1.466076 3.4 -4.7 -0.1 0.51
H -0.232773 1.289430 -1.337789 4.4 -1.3 0.9 0.28
H 2.230222 1.651124 -0.399169 0.5 -0.5 1.0 0.34
H 1.928741 -0.097543 0.469581 1.1 0.4 -2.0 0.31
H 0.187071 2.438255 1.273243 2.1 -4.2 0.6 0.24
N 0.755772 0.630615 -1.222484 -4.8 1.4 -1.8 -0.47
O 1.233747 0.140787 2.241731 -2.9 7.7 -5.6 -0.48
F -1.717298 0.348421 -0.357518 -2.3 4.1 0.9 -0.26
```
Forces are in eV/Å.

Output
**Molecular weight**: 117.12 g mol⁻¹
**Frontier orbital gap**: 0.3253 Eh
**F_max**: 10.00 eV/Å
**Total charge**: 0
**Lowest unoccupied orbital energy**: -0.47 eV
**HOMO energy**: -9.32 eV

***

Entry 7:
DFT (ωB97M-V with the def2-TZVPD basis set) results for one molecule with the formula C5H8FNS.

Structure (XYZ):
```
16
Properties=species:S:1:pos:R:3:forces:R:3:mulliken_charge:R:1
C -0.944313 -1.466417 0.656971 -0.5 -0.2 0.7 -1.07
C -0.813490 -0.514305 -0.516310 0.2 -0.2 0.0 0.15
F -2.106085 -0.178574 -0.952185 0.1 -0.1 -0.1 -0.37
C -0.103487 0.774262 -0.133609 0.4 -0.1 0.0 0.78
N -0.949174 1.770157 0.210010 0.2 0.2 0.0 -0.44
C 1.256056 0.888828 -0.047430 -0.2 -0.7 -0.3 -0.45
C 2.172836 -0.161862 -0.357379 -0.3 -0.4 -0.2 -0.48
S 3.800755 -0.079094 -0.239407 -0.2 0.0 0.0 -0.30
H -1.563834 -2.352566 0.390162 0.5 0.6 0.0 0.33
H 0.046158 -1.791197 1.002201 -0.3 0.0 -0.2 0.34
H -1.439294 -0.963893 1.520405 0.3 -0.2 -0.6 0.30
H -0.300446 -0.998250 -1.362291 -0.3 0.2 0.3 0.31
H -1.901934 1.680027 -0.089147 -0.1 0.1 0.0 0.23
H -0.582302 2.699366 0.365736 -0.1 -0.3 0.0 0.23
H 1.695204 1.808761 0.274797 0.1 0.5 0.2 0.30
H 1.733349 -1.115242 -0.722519 0.2 0.6 0.2 0.13
```
Forces are in eV/Å.

Output
**Molecular weight**: 133.19 g mol⁻¹
**Frontier orbital gap**: 0.2954 Eh
**F_max**: 0.91 eV/Å
**Total charge**: 0
**SMILES string**: C[C@@H](F)/C(N)=C\C=S
**Lowest unoccupied orbital energy**: -0.11 eV
**HOMO energy**: -8.15 eV